No. 1
{"formula": "C7H14S", "method": "the ωB97M-V functional and the def2-TZVPD basis", "symbols": ["H", "H", "C", "C", "H", "H", "H", "H", "C", "C", "H", "H", "H", "H", "S", "H", "H", "C", "H", "C", "C", "H"], "positions_angstrom": [[2.1154, -1.8617, -1.1340], [-1.2023, -0.8476, -2.1556], [-0.5438, -1.1620, -1.2416], [1.0247, -0.5786, 1.5219], [1.1912, -1.7637, 1.4603], [-0.1616, -2.1832, -0.7528], [-0.3719, 1.3635, 2.1930], [-3.1705, -0.8044, -0.0400], [0.1949, 0.0907, 0.4739], [0.6218, -0.2054, -1.0090], [2.1222, 0.0448, 1.5769], [-2.4803, 0.5927, 0.7306], [0.3714, 0.5828, -1.8821], [2.8744, -0.2672, -1.7220], [0.1925, 1.7333, 0.8959], [-2.3199, 0.7110, -1.0512], [1.5213, -1.3605, -2.6616], [-1.1568, -0.6551, 0.0436], [-1.2671, -1.4074, 0.8118], [1.8599, -0.8794, -1.6306], [-2.4571, 0.0391, -0.1771], [0.4364, -0.4273, 2.4068]], "forces_ev_per_a": [[-0.1, 1.1, 0.2], [1.4, -2.0, 1.4], [0.2, -1.1, 1.9], [3.2, -1.6, 0.0], [-0.2, 2.6, -0.3], [-1.0, 1.1, -3.0], [0.8, 1.2, -1.8], [-0.3, 1.1, -1.2], [0.1, -2.2, -3.3], [0.2, 0.9, -4.7], [-3.1, -2.1, 0.1], [-1.1, 1.3, 0.6], [0.6, -0.5, 2.7], [-2.3, -1.2, 0.0], [-1.6, 2.2, 2.4], [-1.1, -0.6, 0.4], [0.7, 1.7, 1.7], [0.6, 0.1, 1.1], [-0.5, -0.5, 0.1], [1.9, -1.1, -0.6], [1.1, -0.2, 1.2], [0.3, 0.0, 1.0]], "multiplicity": 1, "e_above_lowest_kj_mol": 404.1, "smiles": "C[C@H]1C[C@H](C)C1(C)S"}

=====

No. 2
{"formula": "C4H9NS", "method": "the ωB97M-V functional and the def2-TZVPD basis", "symbols": ["H", "H", "H", "C", "C", "N", "H", "S", "H", "H", "C", "H", "C", "H", "H"], "positions_angstrom": [[1.3815, -1.7923, 1.0199], [-0.0173, 1.2775, -2.4102], [0.7815, -1.9186, -0.7340], [-0.8609, 0.0813, -0.8552], [-0.1575, -0.3679, 0.4610], [0.0689, 1.0160, -1.4415], [-1.8437, 0.4342, -0.5595], [-1.1515, -0.8568, 1.9076], [0.0402, 1.9266, -1.0110], [1.7830, -0.5660, -0.1909], [-0.1289, 0.5828, 1.6067], [-1.0346, -0.7475, -1.5583], [1.0003, -1.2706, 0.0897], [-0.6605, 1.5364, 1.5334], [0.7996, 0.6648, 2.1424]], "forces_ev_per_a": [[-0.5, 0.2, -1.2], [-0.4, -0.8, -0.4], [-0.2, -0.5, -0.2], [0.0, -0.3, 1.0], [-0.9, -0.8, -1.3], [0.4, 1.1, -0.5], [-0.3, 0.6, -0.2], [-0.4, -0.2, 0.0], [0.0, 0.0, 0.7], [0.3, -0.3, -0.4], [0.2, 0.2, -0.6], [0.3, 0.1, 0.4], [1.3, 1.0, 2.5], [0.1, -0.3, -0.2], [0.2, -0.1, 0.3]], "multiplicity": 1, "e_above_lowest_kj_mol": 95.8, "smiles": "C[C@]1(CN)CS1"}

=====

No. 3
{"formula": "C43H49AlBO3", "method": "the ωB97M-V functional and the def2-TZVPD basis", "symbols": ["H", "C", "C", "H", "C", "C", "H", "H", "C", "C", "H", "C", "H", "H", "C", "C", "C", "C", "H", "H", "H", "H", "H", "C", "C", "H", "H", "C", "C", "H", "O", "C", "H", "H", "C", "C", "C", "B", "H", "H", "H", "C", "O", "H", "H", "C", "C", "H", "C", "H", "H", "C", "H", "C", "Al", "C", "C", "H", "C", "O", "C", "C", "H", "H", "C", "H", "C", "H", "C", "H", "H", "H", "H", "C", "H", "H", "H", "C", "C", "H", "C", "H", "C", "C", "C", "H", "H", "H", "H", "C", "H", "H", "C", "H", "H", "H", "C"], "positions_angstrom": [[0.5189, -1.3370, -3.0304], [-7.3400, -5.3636, 1.2859], [0.1234, -2.2209, 3.1148], [-9.0812, -4.0967, 1.2163], [7.3904, -2.3296, 2.2601], [1.3280, -2.5419, -6.1062], [5.6204, -1.1873, 1.8070], [-9.0150, -2.1137, -1.3498], [9.7325, 4.8093, -3.0022], [1.1179, -2.5218, -4.7277], [7.6961, 6.4774, -0.1572], [-9.4426, 1.2506, -1.6054], [4.2131, -2.3744, 3.4710], [-1.7932, 4.9950, 3.5713], [-3.0371, 1.8400, 3.3198], [-0.4718, -0.5911, 1.4336], [-2.1909, -1.9173, 2.4927], [1.1130, -1.3884, -6.8609], [10.0175, 7.2214, -0.6223], [6.6736, 4.6755, -1.5232], [1.6601, -3.4550, -6.5923], [8.0069, -1.8094, 1.5311], [4.1255, 3.4739, -1.8169], [7.1481, -4.0175, 3.9711], [-2.1110, 2.8823, 3.2930], [-5.2876, -2.0865, 1.0124], [-11.4952, -2.0273, -1.3412], [0.4971, -1.2325, 2.2047], [10.3035, 5.8300, -2.2426], [-4.1212, -4.2705, 1.1797], [5.7399, -0.2024, -0.3716], [0.4645, -0.1998, -4.8599], [-8.8675, 2.1689, -1.6852], [0.1234, 0.7109, -4.3752], [-9.5256, -1.1568, -1.4187], [6.0491, -1.9802, 2.4142], [7.6920, 4.9970, -1.7228], [2.8928, 1.5329, -1.2884], [-5.0885, 1.2853, 3.6757], [0.5184, 0.6821, -6.8249], [-12.6611, 0.1588, -1.4812], [-2.5136, 4.1820, 3.5989], [1.7533, 1.3850, -0.3560], [7.5763, -4.8115, 4.5773], [2.0096, 0.5764, 0.2124], [-5.9457, -5.4122, 1.2788], [-7.2569, -2.9559, 1.1048], [1.2911, -3.4190, -4.1385], [0.6848, -1.3519, -4.1044], [-3.2394, -2.1813, 2.6078], [-2.5726, -0.4283, 0.9826], [-5.2078, -4.2326, 1.1835], [-11.3475, 2.2565, -1.6601], [-4.3662, 2.0967, 3.6572], [5.8739, 1.4035, -1.4155], [5.8059, -3.6707, 4.1226], [8.2662, 6.0114, -0.9571], [-7.7011, -0.0151, -1.5178], [-11.5747, 0.1203, -1.4937], [2.9869, 0.7024, -2.5204], [-4.7668, 3.3948, 3.9721], [-3.8416, 4.4379, 3.9416], [-4.1545, 5.4498, 4.1848], [-7.7676, -1.9989, 1.0374], [-8.7877, 0.0228, -1.5140], [7.2273, 2.1302, -1.0366], [0.6835, -0.2174, -6.2371], [3.0753, 1.3004, -3.3215], [-1.8169, -0.9315, 1.5799], [-1.5122, -3.3370, 3.9642], [-7.9153, -6.2828, 1.3563], [1.2802, -1.4026, -7.9347], [5.0792, -0.8022, -0.8496], [-1.2210, -2.5652, 3.2572], [0.8791, -2.7230, 3.7131], [1.5445, -0.9625, 2.0957], [8.9878, -3.6133, 2.9248], [8.4265, 4.3940, -2.7442], [9.5710, 6.4293, -1.2175], [11.3188, 6.1580, -2.4483], [-7.9948, -4.1351, 1.2038], [5.1872, -4.1965, 4.8454], [-10.9199, -1.1082, -1.4116], [-5.8628, -3.0048, 1.0921], [4.1821, 2.5760, -1.0397], [4.1612, 2.9842, 0.0725], [10.3056, 4.3376, -3.7965], [-2.7237, 0.8278, 3.0780], [5.7646, 1.0254, -2.9768], [-10.8368, 1.2995, -1.5927], [-0.1796, 0.1742, 0.7197], [-5.4352, -6.3691, 1.3477], [7.9415, -3.3451, 3.0412], [-1.0748, 2.6817, 3.0326], [-5.8013, 3.5942, 4.2409], [7.9806, 3.6008, -3.3386], [5.2572, -2.6490, 3.3480]], "forces_ev_per_a": [[0.1, 0.1, -0.2], [0.1, 0.2, 0.0], [-0.1, 0.1, -0.1], [0.2, 0.0, 0.0], [0.0, -0.1, 0.1], [-0.1, 0.2, 0.1], [0.2, -0.1, -0.1], [-0.1, 0.1, 0.0], [-0.2, 0.1, 0.1], [-0.1, 0.2, -0.1], [0.1, -0.1, -0.1], [-0.1, -0.2, 0.0], [0.1, 0.0, 0.0], [-0.1, -0.1, 0.0], [-0.1, 0.1, 0.1], [-0.1, 0.0, 0.0], [0.1, 0.0, 0.0], [0.0, -0.1, 0.2], [0.0, -0.1, -0.1], [0.2, 0.0, 0.0], [0.0, 0.1, 0.1], [-0.2, 0.0, 0.1], [0.2, -1.7, 1.5], [-0.1, 0.1, -0.1], [-0.1, 0.0, 0.0], [-0.1, -0.1, 0.0], [0.1, 0.1, 0.0], [-0.2, 0.0, 0.0], [-0.2, 0.0, 0.1], [-0.2, 0.0, 0.0], [-1.5, 0.0, -1.7], [0.0, -0.2, -0.1], [-0.1, -0.1, 0.0], [0.1, -0.1, 0.0], [-0.1, 0.1, 0.0], [-0.1, 0.0, 0.1], [0.1, 0.2, 0.0], [1.3, 0.9, -0.9], [0.1, 0.1, 0.0], [0.0, -0.1, 0.1], [0.2, 0.0, 0.0], [-0.2, -0.1, 0.0], [2.7, -2.3, -0.2], [-0.1, 0.1, -0.1], [-0.7, 1.8, -1.2], [-0.1, 0.2, 0.0], [0.1, -0.1, 0.0], [0.0, 0.2, -0.1], [0.0, 0.0, -0.2], [0.1, 0.0, 0.0], [0.1, -0.1, 0.1], [-0.1, 0.0, 0.0], [0.1, -0.1, 0.0], [0.2, 0.2, 0.0], [-0.9, -1.1, 0.8], [0.1, 0.0, -0.1], [0.1, -0.1, -0.2], [-0.2, 0.0, 0.0], [0.2, 0.0, 0.0], [-1.5, 2.3, 1.0], [0.1, 0.0, 0.0], [0.1, -0.2, 0.0], [0.0, -0.1, 0.0], [0.1, -0.1, 0.0], [-0.1, 0.0, 0.0], [0.3, 0.1, 0.2], [0.0, -0.2, 0.1], [0.4, -1.2, 1.6], [0.2, -0.2, 0.1], [0.0, 0.1, -0.1], [0.1, 0.1, 0.0], [0.0, 0.0, 0.1], [1.5, 1.2, 1.0], [0.1, 0.1, -0.1], [-0.1, 0.1, -0.1], [-0.1, -0.1, 0.0], [-0.1, 0.0, 0.0], [0.1, 0.2, 0.0], [0.0, -0.1, -0.1], [-0.1, 0.0, 0.0], [0.2, 0.0, 0.0], [0.1, 0.1, -0.1], [0.1, 0.2, 0.0], [-0.1, -0.2, 0.0], [-1.9, 0.3, 0.5], [-0.1, -0.5, -2.3], [-0.1, 0.1, 0.1], [0.0, 0.2, 0.1], [0.2, 0.0, -0.2], [0.1, -0.2, 0.0], [0.0, -0.1, 0.1], [-0.1, 0.1, 0.0], [-0.3, 0.1, 0.0], [-0.2, 0.0, 0.0], [0.1, 0.0, 0.0], [0.0, 0.1, 0.2], [0.3, -0.1, 0.0]], "multiplicity": 1, "total_charge": -1}

=====

HOMO energy across the listed records, respectively: -8.78; -8.62; -5.16 eV.
Kohn-Sham gap across the listed records, respectively: 9.5677; 9.5857; 7.0173 eV.
Energy across the listed records, respectively: -18317.141; -16618.462; -58805.316 eV.